DFT (ωB97M-V with the def2-TZVPD basis set) results for C29H45FP2Zr as an isolated structure at a distorted geometry.

```
78
Properties=species:S:1:pos:R:3:forces:R:3:lowdin_charge:R:1
Zr -1.27586 -0.53863 1.61897 1.667 -2.367 0.817 1.51
C -0.38560 1.81726 2.03811 -1.008 -0.238 0.725 -0.25
C -1.82583 1.74532 1.89467 0.467 0.096 1.193 -0.33
C -1.22344 0.56642 3.81634 -0.043 0.786 -0.867 -0.29
C -0.03947 1.13274 3.24986 -0.889 -0.025 -0.483 -0.24
C -2.34347 0.97853 3.01260 1.057 0.955 -0.075 -0.35
C 0.53402 2.73661 1.30522 0.323 0.064 -0.475 -0.01
H -0.03058 3.52018 0.77852 0.215 -0.259 0.113 0.09
H 1.17190 2.21596 0.56842 -0.311 0.206 0.382 0.05
H 1.21431 3.24004 2.01175 -0.290 -0.178 -0.247 0.10
C 1.26539 1.20641 3.95621 0.350 -0.261 0.053 0.02
H 1.80754 2.11216 3.65301 -0.088 -0.306 0.168 0.09
H 1.90155 0.33901 3.73758 -0.093 0.245 0.132 0.08
H 1.09719 1.23707 5.04349 0.122 0.041 -0.378 0.10
C -1.24723 -0.28140 5.04356 -0.444 -0.361 0.219 0.00
H -0.69821 0.20585 5.86118 -0.167 -0.162 -0.199 0.10
H -0.79132 -1.27525 4.88086 -0.069 0.467 0.136 0.08
H -2.28383 -0.44697 5.36889 0.320 0.060 0.057 0.09
C -3.77206 0.65929 3.28689 -0.388 -0.027 -0.156 -0.02
H -4.06989 1.05990 4.27119 0.031 -0.263 -0.376 0.12
H -3.96131 -0.42979 3.29558 -0.114 0.195 0.120 0.09
H -4.41713 1.10583 2.51683 0.084 -0.164 0.325 0.09
C -2.63851 2.53959 0.92632 -0.386 -0.008 -0.323 -0.01
H -3.61733 2.79968 1.35639 0.353 -0.024 -0.154 0.10
H -2.83029 1.97491 0.00368 -0.009 0.460 0.155 0.05
H -2.12098 3.47183 0.66356 -0.211 -0.272 0.029 0.09
C 3.24829 1.14724 -1.58606 0.093 0.353 0.375 -0.08
C 2.49111 2.26013 -1.54186 0.882 0.011 0.176 -0.13
C 1.43464 2.74418 -2.50263 -0.227 -0.365 0.124 -0.16
C 1.04248 1.77763 -3.65322 -0.140 0.154 -0.864 -0.15
C 0.06694 0.73344 -3.10278 -0.917 -0.621 1.305 -0.39
C 0.55920 0.06752 -1.83041 -1.928 -0.188 2.522 -0.39
C 1.72087 -0.89260 -1.87033 0.267 0.358 0.091 -0.22
C 3.00192 -0.16029 -2.31024 0.830 -0.148 -0.448 -0.17
H 1.74231 3.71195 -2.93435 0.115 -0.408 0.163 0.13
H 1.90924 1.31991 -4.15814 -0.296 0.424 0.393 0.10
H 0.56390 2.99024 -1.86920 -0.149 -0.030 -0.468 0.11
H 2.99624 -0.03880 -3.40485 0.120 -0.134 0.387 0.09
H 4.17847 1.13854 -0.99422 -0.790 0.003 0.214 0.12
H 2.66473 2.95594 -0.68963 0.401 -0.210 -1.068 0.12
H 3.85043 -0.81682 -2.06973 -0.168 0.146 -0.294 0.12
H 1.87600 -1.33025 -0.86797 -0.148 0.184 -0.379 0.10
H 0.66264 0.80349 -1.03388 0.241 -0.086 -0.105 0.07
H 1.54620 -1.73939 -2.54706 0.172 0.200 0.199 0.08
H 0.50781 2.34762 -4.43055 0.247 -0.061 0.214 0.12
H -0.84153 1.33021 -2.85804 0.252 -0.418 0.085 0.13
P -0.56913 -0.78883 -3.89033 1.349 0.505 -2.194 0.94
C 0.78772 -1.46078 -4.93665 -0.015 -0.403 -0.222 -0.14
C -1.83156 -0.44677 -5.13149 -0.549 -0.131 0.052 -0.16
P -1.03100 -1.06436 -0.85543 1.668 1.824 -1.797 0.76
C -1.04821 -1.90304 -2.58407 -0.691 -1.018 -0.391 -0.42
C -2.82333 -0.47553 -0.99761 0.026 -0.218 -0.320 -0.23
C -1.15104 -2.84175 -0.05575 -0.212 -0.085 0.361 -0.22
H 1.25666 -2.36494 -4.51686 -0.205 0.393 -0.106 0.07
H 1.57195 -0.71266 -5.13052 -0.344 -0.188 0.233 0.06
H 0.35226 -1.73144 -5.91320 0.219 0.052 0.420 0.06
H -1.72712 -1.17324 -5.95280 -0.155 0.295 0.344 0.07
H -1.67451 0.56632 -5.52493 -0.033 -0.253 0.074 0.08
H -2.84584 -0.52470 -4.71916 0.215 0.137 -0.120 0.06
H -0.96947 -3.53981 -0.88095 -0.367 0.147 0.340 0.05
H -2.14365 -3.07114 0.36570 0.159 -0.135 -0.072 0.06
H -0.34927 -3.05440 0.66952 -0.440 0.242 -0.254 0.02
H -0.34720 -2.75709 -2.55570 -0.279 0.521 -0.243 0.07
H -2.05755 -2.29037 -2.78221 0.371 -0.182 -0.174 0.07
H -3.41776 -0.60539 -0.06881 0.145 0.120 -0.230 0.05
H -3.31356 -1.07835 -1.77996 -0.105 0.242 0.550 0.05
H -2.88300 0.58256 -1.29349 0.173 -0.404 0.120 0.04
F 3.79206 -3.14240 4.11131 -1.141 0.713 -0.799 0.06
C 2.77428 -2.56530 3.38249 1.062 -0.721 0.925 -0.24
C 3.10683 -1.59677 2.44941 -0.407 0.263 -0.866 0.02
C 2.07376 -1.04892 1.66109 0.623 -0.493 1.085 -0.11
C 0.75760 -1.42382 1.91916 -0.959 0.619 -0.152 -0.32
C 0.45024 -2.40798 2.87773 1.169 0.363 -0.240 -0.17
C 1.48463 -3.00287 3.62614 -0.742 0.099 -0.236 0.02
H 4.13967 -1.27402 2.32078 -0.204 -0.255 0.081 0.14
H 2.30882 -0.31081 0.89436 -0.016 -0.008 0.326 0.09
H -0.58140 -2.75379 3.03170 0.082 -0.023 0.117 0.10
H 1.26663 -3.78000 4.35594 0.269 0.153 -0.122 0.13
```
Positions in Å, forces in eV/Å.

gap between HOMO and LUMO = 0.2228 hartree
net charge = +2
multiplicity = 1

DFT (ωB97M-V with the def2-TZVPD basis set) results for C29H46AsBrN3O4PbS3Si3 as an isolated structure.

```
91
Properties=species:S:1:pos:R:3:forces:R:3:lowdin_charge:R:1
Pb 1.17465 -0.52821 0.79726 0.058 0.000 0.052 1.12
O 0.14128 1.52876 1.49721 0.009 -0.014 0.025 -0.37
N 0.15518 1.81643 2.79859 -0.014 -0.034 -0.058 -0.21
C -0.86685 2.56419 3.26787 0.012 -0.004 0.032 -0.03
C -0.94072 2.93973 4.57746 0.009 -0.005 0.005 -0.04
C 0.06819 2.51843 5.44576 -0.014 0.015 0.005 -0.05
C 1.07964 1.73164 4.96180 0.012 -0.021 -0.010 -0.08
C 1.12991 1.34338 3.61298 -0.002 0.028 0.041 -0.66
S 2.37108 0.29996 3.03829 -0.008 -0.043 -0.020 0.61
H -1.59979 2.81736 2.52140 -0.048 0.012 -0.040 0.12
H -1.77439 3.53687 4.91413 -0.008 0.008 0.002 0.11
H 0.04591 2.79463 6.49072 -0.002 0.002 0.007 0.11
H 1.86393 1.36501 5.60725 0.001 -0.003 0.002 0.11
O 5.17168 -5.70901 2.70780 -0.012 -0.013 0.021 0.10
C 4.35383 -4.71016 2.33998 -0.004 0.004 -0.005 -0.30
C 3.15950 -4.41371 2.99431 0.003 -0.005 -0.007 0.03
C 2.40012 -3.36289 2.52901 -0.008 -0.016 -0.006 -0.12
N 2.75184 -2.61677 1.47582 0.015 0.044 0.005 -0.07
C 3.88790 -2.91880 0.87950 0.018 0.025 -0.012 -0.72
Br 4.36831 -1.83255 -0.60901 -0.003 -0.016 0.011 0.78
C 4.73644 -3.94032 1.24533 -0.015 -0.010 0.001 -0.03
H 4.82087 -6.17259 3.47796 0.010 0.017 -0.024 0.12
H 2.83005 -4.98807 3.84988 -0.004 -0.005 0.013 0.12
H 1.46339 -3.09466 2.99987 -0.008 0.003 0.013 0.11
H 5.65814 -4.14018 0.72092 0.003 -0.002 -0.002 0.12
O -0.98092 -0.68533 3.13347 0.024 0.077 0.048 0.03
C -1.08994 -1.72812 2.50281 -0.054 -0.004 -0.014 -0.63
O -0.29591 -2.07048 1.53041 0.039 -0.009 -0.080 -0.28
C -2.18810 -2.70317 2.81634 0.010 -0.015 0.015 -0.16
C -2.40366 -3.83107 2.03202 -0.005 0.020 0.008 -0.03
C -3.43803 -4.70289 2.33592 -0.002 -0.004 -0.002 -0.08
C -4.25894 -4.45116 3.42650 -0.001 -0.002 0.002 -0.08
C -4.04701 -3.32541 4.21159 0.000 0.001 -0.007 -0.07
C -3.01539 -2.45247 3.90590 0.013 0.004 0.007 -0.02
H -1.76506 -4.00976 1.17880 0.016 -0.009 -0.022 0.10
H -3.60590 -5.57818 1.72238 -0.003 -0.008 -0.008 0.10
H -5.06542 -5.13222 3.66439 -0.009 -0.008 0.003 0.10
H -4.68756 -3.13011 5.06129 -0.006 0.002 0.011 0.10
H -2.83169 -1.56769 4.50029 -0.005 0.004 0.003 0.12
C -1.72820 5.05545 -2.31583 -0.012 -0.007 0.037 -0.20
Si -1.45537 3.91258 -0.86671 0.007 0.021 0.005 0.40
C -0.23739 4.61006 0.35280 -0.020 -0.019 0.021 -0.19
C -3.03284 3.29332 -0.10924 0.028 -0.006 0.009 -0.19
As -0.46825 1.96594 -1.90242 0.004 0.066 -0.079 1.06
Si 1.93973 2.06561 -2.05155 0.022 -0.019 -0.024 0.37
C 2.83058 2.32879 -0.44205 -0.043 0.043 0.022 -0.21
C 2.46667 0.53173 -2.95830 -0.028 0.001 0.032 -0.21
C 1.99626 3.62536 -3.08142 0.013 -0.026 -0.007 -0.20
Si -1.50305 1.38651 -4.00277 -0.018 -0.014 -0.025 0.40
C -0.99575 -0.37425 -4.31308 -0.010 0.035 0.020 -0.20
C -0.92000 2.56362 -5.32188 -0.004 -0.020 0.015 -0.20
C -3.32013 1.53453 -3.62894 0.021 0.014 0.011 -0.19
H -2.14364 5.99845 -1.95175 -0.003 0.017 0.003 0.05
H -2.43078 4.64610 -3.04254 -0.007 -0.008 -0.009 0.02
H -0.79341 5.29015 -2.82840 0.012 0.000 -0.010 0.03
H -0.77460 5.17573 1.11900 -0.012 0.040 -0.039 0.05
H 0.46623 5.29097 -0.12819 0.035 -0.018 -0.009 0.04
H 0.31009 3.81454 0.85862 -0.021 -0.014 -0.011 0.00
H -3.51128 4.11645 0.42856 -0.012 -0.001 0.000 0.05
H -2.84999 2.48419 0.59849 0.008 0.006 0.028 0.00
H -3.73715 2.92782 -0.85784 0.008 0.002 -0.014 0.03
H 3.33988 1.42343 -0.11118 0.008 -0.030 0.004 0.00
H 2.18414 2.65775 0.37200 0.001 -0.034 -0.030 0.01
H 3.59136 3.09612 -0.60893 0.012 0.016 0.004 0.05
H 2.16149 -0.36304 -2.40733 0.003 -0.004 -0.030 -0.02
H 3.55643 0.51859 -3.04062 0.017 0.011 -0.001 0.05
H 2.05349 0.48470 -3.96613 -0.015 0.005 -0.019 0.03
H 1.71558 4.49378 -2.48140 -0.009 0.018 0.001 0.03
H 1.36492 3.59580 -3.97024 -0.001 -0.002 0.010 0.01
H 3.02446 3.78594 -3.41542 0.012 0.006 0.000 0.05
H 0.03639 -0.44647 -4.65575 0.029 0.001 0.001 0.02
H -1.63439 -0.79323 -5.09464 -0.011 -0.001 -0.017 0.05
H -1.11028 -0.99414 -3.42179 -0.007 0.001 -0.001 0.00
H 0.13989 2.43014 -5.54293 0.004 -0.004 -0.006 0.03
H -1.09446 3.60829 -5.06240 -0.002 0.018 0.010 0.03
H -1.47227 2.35714 -6.24203 -0.009 -0.003 -0.012 0.05
H -3.60629 0.90157 -2.78642 -0.007 -0.005 0.009 0.02
H -3.89317 1.20200 -4.49794 -0.001 -0.008 -0.013 0.05
H -3.61815 2.56121 -3.41148 -0.002 0.000 0.001 0.02
C 1.59915 -3.31679 -3.22386 -0.020 -0.002 -0.006 -0.40
S 0.53507 -2.84508 -1.84789 0.010 0.005 0.005 0.69
C 0.79438 -4.26895 -0.77557 -0.006 -0.007 0.006 -0.40
H 2.63420 -3.41042 -2.89633 0.010 0.003 0.005 0.02
H 1.53531 -2.53202 -3.97639 0.006 0.001 -0.008 0.02
H 1.26540 -4.25296 -3.66874 -0.003 -0.006 0.002 0.04
H 0.34409 -5.16280 -1.20445 0.003 -0.001 -0.004 0.05
H 0.32230 -4.03348 0.17635 -0.008 0.000 0.015 0.00
H 1.85979 -4.43303 -0.61212 0.008 0.002 -0.008 0.03
S -3.35143 -0.53227 0.17271 0.010 -0.024 0.030 0.83
C -2.08193 0.07999 -0.49564 -0.085 0.016 -0.123 -0.90
N -1.07961 0.48413 -1.02220 0.074 -0.083 0.184 -0.26
```
Positions in Å, forces in eV/Å.

gap between HOMO and LUMO = 0.2840 hartree
ΔE to the lowest compared entry with this formula, charge and spin = 6.1 kJ/mol
net charge = +1
multiplicity = 1